Record 1
# C21H52BIN4O3

A 4-piece molecular cluster, C21H52BIN4O3 overall in a non-equilibrium geometry (the ωB97M-V functional and the def2-TZVPD basis, the OMol25 dataset).

* structure (SMILES): CB(O)[C@@H](I)OC(N)=O.CCN(CC)CC.CCN(CC)CC.CCN(CC)CC
* frontier orbital gap: 8.4 eV
* HOMO energy: -8.111 eV

```
! wB97M-V def2-TZVPD RIJCOSX def2/J DEFGRID3
* xyz 0 1
C 3.994 0.247 -0.971
B 3.388 1.585 -0.448
O 4.166 2.679 -0.200
C 1.790 1.617 -0.206
I 1.222 3.086 1.301
O 1.140 1.907 -1.425
C 0.054 1.154 -1.801
N -0.901 0.947 -0.823
O -0.067 0.803 -2.945
H 3.506 0.022 -1.930
H 3.756 -0.587 -0.305
H 5.067 0.329 -1.146
H 3.753 3.496 -0.518
H 1.449 0.662 0.202
H -1.287 0.014 -0.879
H -0.628 1.182 0.122
C 4.306 -0.516 -6.327
C 5.503 -1.333 -5.865
N 5.405 -1.753 -4.479
C 6.648 -2.274 -3.941
C 7.212 -3.568 -4.541
C 4.202 -2.488 -4.131
C 3.896 -3.783 -4.894
H 4.138 0.334 -5.665
H 4.487 -0.135 -7.333
H 3.391 -1.109 -6.365
H 6.400 -0.713 -5.952
H 5.645 -2.178 -6.558
H 6.521 -2.406 -2.863
H 7.402 -1.488 -4.054
H 6.648 -4.446 -4.226
H 8.241 -3.709 -4.204
H 7.226 -3.540 -5.631
H 3.350 -1.814 -4.253
H 4.238 -2.701 -3.059
H 4.040 -3.666 -5.969
H 2.853 -4.063 -4.734
H 4.509 -4.618 -4.557
C -6.796 -0.589 1.674
C -5.771 -0.422 0.563
N -5.235 -1.685 0.088
C -4.063 -1.534 -0.754
C -4.214 -0.817 -2.101
C -6.218 -2.657 -0.359
C -7.174 -2.248 -1.487
H -6.386 -1.182 2.493
H -7.076 0.389 2.066
H -7.709 -1.071 1.322
H -4.930 0.159 0.953
H -6.216 0.183 -0.242
H -3.638 -2.528 -0.924
H -3.317 -0.993 -0.159
H -4.718 -1.437 -2.840
H -3.227 -0.579 -2.503
H -4.760 0.122 -2.006
H -6.817 -2.951 0.506
H -5.680 -3.563 -0.651
H -7.585 -1.249 -1.330
H -8.015 -2.943 -1.524
H -6.695 -2.268 -2.465
C -1.627 1.138 4.309
C -0.752 1.580 5.472
N -0.385 2.983 5.398
C 0.674 3.353 6.319
C 0.391 3.261 7.824
C -1.492 3.917 5.288
C -2.559 3.903 6.391
H -1.144 1.393 3.366
H -1.775 0.057 4.345
H -2.613 1.602 4.332
H 0.176 1.003 5.446
H -1.254 1.315 6.417
H 0.991 4.371 6.078
H 1.534 2.716 6.092
H -0.260 4.063 8.169
H 1.329 3.346 8.377
H -0.063 2.308 8.096
H -1.989 3.738 4.331
H -1.071 4.922 5.203
H -2.866 2.888 6.647
H -3.448 4.435 6.046
H -2.221 4.396 7.301
*
```



Record 2
# C46H52CdF15GeN5OPSSb2

C46H52CdF15GeN5OPSSb2 as an isolated structure (the ωB97M-V functional and the def2-TZVPD basis, the OMol25 dataset).

* frontier orbital gap: 8.4 eV
* HOMO energy: -10.500 eV

```
! wB97M-V def2-TZVPD RIJCOSX def2/J DEFGRID3
* xyz 1 1
Cd 0.279 -0.410 -0.053
C 0.940 1.455 -4.308
C 1.778 0.813 -3.236
C 2.441 -0.390 -3.460
C 3.217 -0.981 -2.469
C 3.336 -0.376 -1.229
C 2.684 0.833 -0.985
C 1.912 1.418 -1.986
H 1.301 1.195 -5.303
H 0.943 2.543 -4.213
H -0.097 1.121 -4.225
H 2.363 -0.864 -4.434
H 3.741 -1.908 -2.671
H 3.962 -0.821 -0.464
H 2.839 1.351 -0.045
H 1.439 2.373 -1.813
C 1.059 -3.634 -3.450
Sb 0.403 -3.039 -1.506
C -1.579 -3.852 -1.600
C 1.178 -4.802 -0.516
C 2.664 -4.800 -0.299
C 3.503 -5.294 -1.303
C 4.882 -5.300 -1.166
C 5.453 -4.826 0.008
C 4.632 -4.357 1.022
C 3.241 -4.325 0.889
C 2.411 -3.791 2.020
Sb 2.025 -1.666 1.948
C 4.020 -1.109 2.451
C 1.072 -1.642 3.859
H 0.515 -4.537 -3.732
H 2.129 -3.846 -3.412
H 0.877 -2.846 -4.183
H -1.643 -4.660 -0.871
H -1.761 -4.253 -2.595
H -2.319 -3.083 -1.368
H 0.883 -5.611 -1.187
H 0.606 -4.898 0.407
H 3.054 -5.701 -2.204
H 5.505 -5.694 -1.960
H 6.528 -4.839 0.141
H 5.076 -4.021 1.956
H 2.938 -3.892 2.970
H 1.439 -4.274 2.117
H 4.198 -1.350 3.500
H 4.180 -0.044 2.292
H 4.705 -1.681 1.822
H 1.828 -1.566 4.641
H 0.527 -2.581 3.970
H 0.375 -0.805 3.927
C -3.014 -2.792 4.103
N -2.827 -3.319 2.745
C -3.548 -4.534 2.358
C -1.915 -2.797 1.953
N -1.101 -2.323 1.274
H -4.068 -2.573 4.266
H -2.441 -1.877 4.219
H -2.682 -3.521 4.842
H -4.620 -4.369 2.455
H -3.256 -5.368 2.996
H -3.321 -4.779 1.324
F 3.231 3.586 2.468
C 2.706 4.119 1.359
C 1.383 3.908 1.001
C 0.968 4.566 -0.150
F -0.302 4.442 -0.572
C 1.792 5.349 -0.927
F 1.342 5.922 -2.042
C 3.109 5.509 -0.546
F 3.929 6.242 -1.281
C 3.565 4.897 0.603
F 4.829 5.062 0.975
Ge -0.074 3.048 2.038
S -1.022 1.247 1.296
C 0.604 2.711 3.861
C 0.091 3.198 5.052
F -1.011 3.954 5.082
C 0.678 2.923 6.273
F 0.163 3.404 7.400
C 1.811 2.136 6.326
F 2.381 1.868 7.492
C 2.349 1.628 5.162
F 3.451 0.875 5.208
C 1.728 1.919 3.969
F 2.291 1.425 2.847
C -1.316 4.567 2.170
C -2.631 4.557 1.735
F -3.176 3.460 1.191
C -3.447 5.667 1.828
F -4.705 5.625 1.392
C -2.948 6.833 2.373
F -3.723 7.903 2.467
C -1.642 6.883 2.821
F -1.167 8.005 3.353
C -0.855 5.757 2.713
F 0.400 5.848 3.180
C -3.704 -0.724 -0.504
N -3.640 -0.824 -1.964
C -4.970 -0.962 -2.561
P -2.390 -0.053 -2.744
O -1.088 -0.369 -2.055
N -2.545 -0.597 -4.287
C -2.601 -2.039 -4.532
C -2.102 0.158 -5.456
N -2.593 1.565 -2.893
C -3.874 2.096 -3.361
C -1.800 2.521 -2.126
H -4.159 -1.632 -0.095
H -4.305 0.134 -0.184
H -2.715 -0.624 -0.078
H -5.403 -1.921 -2.262
H -4.912 -0.940 -3.646
H -5.646 -0.168 -2.226
H -2.965 -2.561 -3.654
H -1.613 -2.434 -4.794
H -3.280 -2.247 -5.362
H -2.036 1.218 -5.232
H -2.814 0.017 -6.272
H -1.121 -0.187 -5.800
H -4.405 1.363 -3.965
H -3.700 2.979 -3.978
H -4.512 2.390 -2.522
H -0.918 2.040 -1.721
H -2.375 2.933 -1.294
H -1.486 3.341 -2.777
*
```



Record 3
# C36H26Cl5NP2S3SbTi

C36H26Cl5NP2S3SbTi as an isolated structure in a non-equilibrium geometry (the ωB97M-V functional and the def2-TZVPD basis, the OMol25 dataset).

* frontier orbital gap (alpha / beta): 4.5 / 4.8 eV
* relative energy (zero: lowest compared OMol25 entry of this formula, charge and spin): 139.2 kJ/mol
* ⟨S²⟩: 0.7575
* HOMO energy (alpha / beta): -0.474 / -0.716 eV

```
! wB97M-V def2-TZVPD RIJCOSX def2/J DEFGRID3
* xyz -2 2
Ti 1.248 1.010 0.293
C 2.375 -1.818 -1.288
P 1.911 -1.495 0.477
C 2.952 -2.678 1.425
C 3.791 -2.213 2.431
C 4.498 -3.105 3.237
C 4.371 -4.468 3.042
C 3.528 -4.943 2.043
C 2.823 -4.054 1.245
C 0.314 -2.420 0.603
C -0.525 -2.705 -0.468
C -1.716 -3.398 -0.266
C -2.102 -3.785 1.007
C -1.282 -3.483 2.088
C -0.088 -2.810 1.886
C 1.436 -0.952 -2.086
C 0.953 -1.060 -3.365
C -0.055 -0.050 -3.513
C -0.127 0.618 -2.314
C -1.054 1.684 -1.804
P -2.135 0.794 -0.541
C -2.789 2.140 0.531
C -2.685 3.500 0.265
C -3.218 4.434 1.145
C -3.856 4.018 2.303
C -3.966 2.662 2.578
C -3.433 1.732 1.697
C -3.662 0.665 -1.621
C -4.326 1.760 -2.177
C -5.462 1.590 -2.959
C -5.969 0.316 -3.193
C -5.343 -0.777 -2.621
C -4.203 -0.598 -1.837
N 0.774 0.068 -1.425
H 2.262 -2.874 -1.541
H 3.422 -1.539 -1.414
H 3.882 -1.146 2.591
H 5.135 -2.728 4.028
H 4.915 -5.162 3.672
H 3.408 -6.010 1.898
H 2.153 -4.430 0.480
H -0.266 -2.383 -1.470
H -2.344 -3.635 -1.118
H -3.038 -4.311 1.157
H -1.575 -3.770 3.092
H 0.539 -2.568 2.735
H 1.255 -1.793 -4.102
H -0.639 0.164 -4.399
H -1.655 2.127 -2.596
H -0.471 2.449 -1.291
H -2.152 3.843 -0.615
H -3.118 5.492 0.935
H -4.242 4.750 3.003
H -4.445 2.330 3.493
H -3.486 0.673 1.924
H -3.947 2.760 -2.002
H -5.951 2.454 -3.394
H -6.845 0.182 -3.818
H -5.736 -1.773 -2.789
H -3.708 -1.456 -1.393
S 1.465 3.378 4.505
Sb 0.045 2.888 2.739
S 1.020 3.485 0.586
S 0.008 0.477 2.325
Cl 2.712 2.135 -2.947
C 3.660 2.222 -1.489
C 3.155 1.657 -0.316
C 3.948 1.889 0.810
Cl 3.276 1.328 2.306
C 5.156 2.570 0.802
Cl 6.051 2.796 2.263
C 5.640 3.063 -0.399
Cl 7.180 3.853 -0.463
C 4.880 2.898 -1.550
Cl 5.470 3.536 -3.055
*
```



Record 4
# C3H3F

A 2-piece molecular cluster, C3H3F overall in a non-equilibrium geometry (the ωB97M-V functional and the def2-TZVPD basis, the OMol25 dataset).

* frontier orbital gap: 9.9 eV
* relative energy (zero: lowest compared OMol25 entry of this formula, charge and spin): 309.2 kJ/mol
* HOMO energy: -10.225 eV

```
! wB97M-V def2-TZVPD RIJCOSX def2/J DEFGRID3
* xyz 0 1
C 0.725 1.985 -0.466
C 0.294 0.896 -0.192
C -0.490 -1.145 0.344
F -0.747 -1.402 1.663
H 1.120 2.721 -1.038
H -1.269 -1.375 -0.342
H 0.367 -1.680 0.031
*
```